The following is a quantum chemistry calculation of a structure of composition C31H50O3P2RuS at a distorted geometry, from the Open Molecules 2025 dataset.

Summary:
ΔE to the lowest compared entry with this formula, charge and spin ... 0.0 kJ/mol
E_HOMO (spin up / spin down) ... -12.2483 / -13.0248 eV
<S²> ... 6.098
DFT total energy ... -71074.2675 eV
Molar mass ... 665.8 g mol⁻¹
Net charge ... +2
Spin multiplicity ... 5
Kohn-Sham gap (spin up / spin down) ... 6.518 / 3.940 eV
LUMO level (spin up / spin down) ... -5.7 / -9.1 eV

```
88
Properties=species:S:1:pos:R:3:lowdin_spin:R:1
Ru -0.079 0.512 -1.446 1.615
C 0.921 0.415 1.517 0.108
C 1.804 0.797 0.479 0.019
C -0.231 1.933 0.191 0.075
C -0.299 1.126 1.379 -0.036
C 1.140 1.796 -0.352 0.054
C 1.224 -0.558 2.590 0.020
H 2.192 -1.041 2.420 0.000
H 0.458 -1.350 2.629 0.005
H 1.259 -0.067 3.571 0.007
C -1.423 1.120 2.323 -0.012
H -1.794 0.097 2.488 -0.003
H -2.262 1.700 1.924 0.000
H -1.142 1.557 3.294 -0.004
C -1.177 3.023 -0.161 0.024
H -1.058 3.916 0.467 0.006
H -2.207 2.662 -0.049 0.002
H -1.029 3.303 -1.211 0.005
C 1.851 2.863 -1.113 0.030
H 2.633 3.340 -0.500 0.008
H 1.145 3.633 -1.434 0.000
H 2.327 2.428 -1.994 0.005
C 3.186 0.317 0.280 -0.004
H 3.902 0.852 0.924 -0.001
H 3.512 0.455 -0.760 0.000
H 3.279 -0.756 0.511 -0.001
C -1.193 -1.340 -1.267 0.068
C 0.082 -1.747 -0.834 -0.026
C 1.117 -2.473 -1.644 -0.007
C 1.997 -1.633 -2.603 -0.006
C 1.538 -0.241 -2.864 -0.017
C 0.264 0.040 -3.420 0.042
C -0.734 -1.046 -3.735 0.085
C -1.685 -1.587 -2.659 0.042
H 0.665 -3.316 -2.199 -0.002
H 2.102 -2.196 -3.549 -0.002
H 1.803 -2.942 -0.918 0.000
H -1.868 -2.664 -2.842 0.006
H -1.963 -1.290 -0.490 0.008
H 0.189 -1.913 0.245 -0.001
H -2.671 -1.109 -2.759 0.002
H -1.429 -0.579 -4.458 0.014
H 0.167 0.982 -3.984 0.016
H -0.197 -1.916 -4.164 0.029
H 3.012 -1.588 -2.172 0.000
H 2.345 0.490 -3.021 0.001
P -0.676 -1.672 -6.370 0.426
P -0.693 1.364 -6.026 0.129
C -0.695 -0.718 -7.957 0.073
C -1.198 0.709 -7.711 0.002
H -1.360 -1.258 -8.648 0.017
H 0.328 -0.740 -8.370 0.000
H -0.784 1.391 -8.465 0.003
H -2.299 0.749 -7.776 0.000
C -1.374 3.053 -6.137 0.034
H -0.815 3.706 -5.452 0.000
H -2.428 3.023 -5.827 0.000
H -1.301 3.434 -7.165 0.007
C 1.061 1.701 -6.469 0.006
H 1.143 1.926 -7.540 0.001
H 1.686 0.831 -6.230 0.001
H 1.412 2.562 -5.886 0.000
C -2.440 -2.137 -6.295 0.026
H -2.624 -2.715 -5.379 0.001
H -2.661 -2.758 -7.172 0.008
H -3.087 -1.250 -6.296 0.000
C 0.087 -3.265 -6.794 0.071
H 0.914 -3.107 -7.500 0.001
H -0.668 -3.931 -7.235 0.013
H 0.478 -3.711 -5.869 0.004
C -3.235 -3.968 7.979 -0.008
C -3.008 -3.709 6.517 0.014
C -3.519 -4.590 5.556 0.232
C -3.321 -4.355 4.195 0.256
C -2.607 -3.224 3.791 0.012
C -2.085 -2.336 4.739 0.213
C -2.293 -2.581 6.095 0.260
S -2.280 -2.919 2.051 -0.001
O -0.821 -3.028 1.989 -0.003
O -3.030 -3.956 1.367 0.001
O -2.775 -1.551 1.834 -0.004
H -4.303 -3.927 8.226 -0.002
H -2.873 -4.960 8.270 -0.002
H -2.716 -3.219 8.581 0.000
H -4.078 -5.471 5.877 0.008
H -3.709 -5.037 3.446 0.009
H -1.524 -1.463 4.416 0.007
H -1.893 -1.890 6.840 0.009
```